The following is a DFT calculation (ωB97M-V/def2-TZVPD) of a molecular structure, CdIN5O15 in a non-equilibrium geometry.

ORCA input file:
```
! wB97M-V def2-TZVPD RIJCOSX def2/J DEFGRID3
* xyz -4 1
Cd 18.667 -10.339 -0.900
N 17.900 -10.168 2.187
O 18.582 -10.679 1.225
O 17.289 -9.100 2.009
O 18.000 -10.753 3.262
N 18.643 -10.738 -4.549
O 18.715 -10.666 -3.321
O 18.555 -9.683 -5.214
O 18.472 -11.872 -5.075
N 19.121 -7.107 -0.476
O 18.336 -6.617 0.329
O 19.300 -8.341 -0.660
O 19.785 -6.307 -1.185
N 17.171 -13.325 -0.803
O 16.033 -13.749 -1.088
O 17.867 -13.959 -0.003
O 17.592 -12.271 -1.329
N 15.709 -8.685 -1.101
O 15.103 -8.611 -2.178
O 16.592 -9.544 -0.900
O 15.523 -7.788 -0.209
I 21.095 -11.960 -1.173
*
```

calculated total energy: -1867.08428 hartree
highest occupied orbital energy: 3.05 eV
LUMO: 0.3109 Eh
relative energy (zero: lowest compared OMol25 entry of this formula, charge and spin): 0.0 kcal per mole
Kohn-Sham gap: 5.41 eV

The following is a DFT calculation (ωB97M-V/def2-TZVPD) of 2 unconnected molecules or ions with the total composition Cl2H2N2S in a non-equilibrium geometry.

ORCA input file:
```
! wB97M-V def2-TZVPD RIJCOSX def2/J DEFGRID3
* xyz 0 3
N -1.717 0.803 1.366
N 0.008 0.190 -1.379
S 0.101 -0.450 -0.043
Cl 1.746 0.609 0.829
Cl 1.266 -2.309 -0.491
H -1.272 1.570 1.850
H -0.131 -0.414 -2.133
*
```

calculated total energy: -1429.08850 hartree
highest occupied orbital energy (spin up / spin down): -10.08 / -10.13 eV
LUMO (spin up / spin down): -0.0396 / -0.0772 Eh
relative energy (zero: lowest compared OMol25 entry of this formula, charge and spin): 0.1 kcal per mole
Kohn-Sham gap (spin up / spin down): 9.00 / 8.03 eV

The following is a DFT calculation (ωB97M-V/def2-TZVPD) of 2 unconnected molecules or ions with the total composition Cl2H2S2Si in a non-equilibrium geometry.

ORCA input file:
```
! wB97M-V def2-TZVPD RIJCOSX def2/J DEFGRID3
* xyz 0 1
Si 0.117 0.171 -0.107
S -1.490 1.617 -0.265
S -0.233 -1.132 1.597
Cl 0.665 -0.753 -1.815
Cl 2.655 1.446 0.454
H -2.166 0.891 -1.202
H 0.451 -2.239 1.339
*
```

calculated total energy: -2007.52529 hartree
highest occupied orbital energy: -9.87 eV
LUMO: -0.0586 Eh
relative energy (zero: lowest compared OMol25 entry of this formula, charge and spin): 11.0 kcal per mole
Kohn-Sham gap: 8.27 eV

The following is a DFT calculation (ωB97M-V/def2-TZVPD) of 2 unconnected molecules or ions with the total composition Cl2H3N2P in a non-equilibrium geometry.

ORCA input file:
```
! wB97M-V def2-TZVPD RIJCOSX def2/J DEFGRID3
* xyz 0 1
H -0.496 -0.721 -2.048
N -0.899 0.073 -1.631
P -0.783 -0.364 -0.140
Cl 0.329 -1.970 0.245
N -1.420 0.198 1.141
H -2.008 0.973 0.866
Cl 2.547 0.538 0.167
H 2.731 1.273 1.399
*
```

calculated total energy: -1373.02645 hartree
highest occupied orbital energy: -10.12 eV
LUMO: 0.0023 Eh
relative energy (zero: lowest compared OMol25 entry of this formula, charge and spin): 53.5 kcal per mole
structure (SMILES): [H]/N=P(\Cl)=N/[H].Cl
Kohn-Sham gap: 10.18 eV

What is the relative energy (zero: lowest compared OMol25 entry of this formula, charge and spin) in the first record?
0.0 kcal per mole

Among the records above, which one has the lowest calculated total energy?
Cl2H2S2Si